# 1
14
Properties=species:S:1:pos:R:3 method="wB97M-V/def2-TZVPD" smiles="[H]/N=C/N.C=CO" homo_ha=-0.271 lumo_ha=0.0231 orbital_gap_ev=8.0 charge=0
C 2.370 -1.649 -0.480
C 1.527 -0.610 -0.255
O 1.256 0.462 -1.013
H 2.190 -2.711 -0.342
H 3.405 -1.425 -0.249
H 1.080 -0.487 0.753
H 0.269 0.501 -1.072
N -2.283 0.012 0.700
C -1.538 1.175 0.487
N -1.239 1.495 -0.713
H -1.979 -0.639 -0.008
H -2.684 -0.213 1.588
H -1.197 1.590 1.446
H -1.176 2.498 -0.843

=====

# 2
14
Properties=species:S:1:pos:R:3 method="wB97M-V/def2-TZVPD" homo_ha="-0.265 / -0.265" lumo_ha="0.0243 / 0.0241" orbital_gap_ev="7.9 / 7.9" charge=0
C 0.734 -0.409 0.914
C -1.050 -0.634 -1.547
C -0.381 0.666 -1.207
N 1.334 -0.270 2.156
N 0.259 0.643 0.232
O 0.128 1.422 -1.993
H 0.273 -1.365 0.706
H 0.812 -0.552 2.981
H 1.963 0.510 2.286
H 0.751 1.519 0.378
H -1.212 1.322 0.026
H -1.644 -1.006 -0.716
H -0.282 -1.371 -1.796
H -1.685 -0.476 -2.420

=====

# 3
14
Properties=species:S:1:pos:R:3 method="wB97M-V/def2-TZVPD" smiles="C[C@@H](N)C(N)=O" homo_ha=-0.356 lumo_ha=0.0265 orbital_gap_ev=10.4 charge=0
C 1.218 1.355 0.357
C 0.653 0.104 -0.383
C -0.801 -0.200 -0.019
H 1.056 1.279 1.500
H 0.607 2.311 0.057
H 2.238 1.464 -0.031
H 0.617 0.313 -1.484
H 1.488 -1.330 0.831
H 1.353 -1.815 -0.791
H -2.682 0.528 -0.017
H -1.455 1.839 -0.490
N 1.627 -1.008 -0.131
N -1.696 0.861 -0.148
O -1.144 -1.390 0.331

=====

# 4
14
Properties=species:S:1:pos:R:3 method="wB97M-V/def2-TZVPD" smiles="NCNCC=O" homo_ha=-0.319 lumo_ha=0.0325 orbital_gap_ev=9.6 charge=0
O 0.973 2.365 2.382
C 0.389 1.922 1.400
C 0.586 0.383 1.015
N -0.565 -0.087 0.244
C -0.697 -0.540 -1.225
N 0.009 -1.661 -1.698
H -0.300 2.522 0.723
H 0.554 -0.111 2.033
H 1.507 0.287 0.476
H -1.176 -0.564 0.837
H -1.768 -0.861 -1.340
H -0.536 0.353 -1.906
H 0.009 -2.480 -1.122
H 1.015 -1.529 -1.818

=====

# 5
14
Properties=species:S:1:pos:R:3 method="wB97M-V/def2-TZVPD" smiles="CNCC(N)=O" homo_ha=-0.346 lumo_ha=0.0335 orbital_gap_ev=10.3 charge=0
C 0.485 1.764 0.428
N -0.532 0.712 0.711
C -0.747 -0.105 -0.483
C 0.423 -1.087 -0.604
N 0.235 -2.202 0.179
O 1.521 -0.855 -1.069
H 0.493 2.041 -0.623
H 1.463 1.354 0.653
H 0.184 2.644 0.993
H -1.423 1.198 0.773
H -0.821 0.446 -1.425
H -1.617 -0.717 -0.429
H -0.586 -2.260 0.754
H 0.922 -2.932 0.144

=====

# 6
14
Properties=species:S:1:pos:R:3 method="wB97M-V/def2-TZVPD" smiles=CN1CCNO1 homo_ha=-0.342 lumo_ha=0.0361 orbital_gap_ev=10.3 charge=0
C 0.815 -0.174 1.099
C -0.225 -1.092 0.427
C -1.149 0.606 -0.984
N 1.496 0.606 0.020
N -0.335 -0.561 -0.916
O 1.220 -0.125 -1.090
H 0.524 0.472 1.891
H 1.748 -0.612 1.410
H 0.088 -2.132 0.397
H -1.239 -1.039 0.827
H -0.699 1.189 -1.733
H -2.072 0.236 -1.272
H -1.238 1.153 -0.054
H 1.066 1.474 -0.021

=====

# 7
14
Properties=species:S:1:pos:R:3 method="wB97M-V/def2-TZVPD" smiles="CNCC(N)=O" homo_ha=-0.330 lumo_ha=0.0297 orbital_gap_ev=9.8 charge=0
C -0.732 0.955 1.334
N -0.834 -0.224 0.438
C -0.588 -0.351 -0.931
C 0.929 -0.486 -1.171
N 1.573 -0.739 -0.074
O 1.418 -0.121 -2.219
H -0.532 1.937 0.888
H 0.164 0.389 1.660
H -1.450 0.899 2.160
H -1.830 -0.539 0.488
H -0.860 0.488 -1.709
H -0.981 -1.251 -1.389
H 1.066 -0.393 0.710
H 2.656 -0.563 -0.184

=====

# 8
14
Properties=species:S:1:pos:R:3 method="wB97M-V/def2-TZVPD" homo_ha=-0.330 lumo_ha=0.0199 orbital_gap_ev=9.5 charge=0
C 0.621 -1.374 0.079
C 1.123 1.116 -0.190
C 0.099 -0.030 -0.404
N -2.232 -0.041 -0.343
N -1.166 0.274 0.212
O -3.347 0.285 0.064
H 0.067 -2.254 -0.318
H 1.587 -1.681 -0.206
H 0.454 -1.494 1.208
H 1.949 0.994 -0.850
H 1.690 1.228 0.774
H 0.530 1.995 0.014
H -0.167 -0.037 -1.438
H -1.206 1.018 1.399

=====

# 9
14
Properties=species:S:1:pos:R:3 method="wB97M-V/def2-TZVPD" smiles=C[C@H]1CONN1 homo_ha=-0.343 lumo_ha=0.0386 orbital_gap_ev=10.4 charge=0
C -0.596 1.157 0.167
C 0.264 -0.122 0.379
C 1.759 -0.182 -0.081
N -0.498 -1.227 -0.098
N -1.994 -0.591 0.224
O -1.802 0.715 -0.332
H -0.638 1.691 1.083
H -0.247 1.959 -0.585
H 0.468 -0.439 1.413
H 2.133 0.428 -0.896
H 1.819 -1.236 -0.418
H 2.408 -0.039 0.709
H -0.394 -1.253 -1.087
H -2.683 -0.861 -0.477

=====

# 10
14
Properties=species:S:1:pos:R:3 method="wB97M-V/def2-TZVPD" smiles="CCNC(N)=O" homo_ha=-0.334 lumo_ha=0.0296 orbital_gap_ev=9.9 charge=0
C 0.743 -0.376 0.494
N -0.468 -0.520 -0.263
C -0.892 -0.083 -1.596
N -0.702 1.239 -1.862
O -1.580 -0.828 -2.249
C 0.563 -0.157 2.047
H 1.313 -1.319 0.568
H 1.360 0.395 0.061
H -0.923 -1.408 -0.140
H -1.011 1.447 -2.796
H -0.061 1.733 -1.277
H 0.097 -1.043 2.502
H 1.596 0.170 2.293
H -0.036 0.750 2.217

=====

# 11
14
Properties=species:S:1:pos:R:3 method="wB97M-V/def2-TZVPD" smiles="C[C@H](N)C(N)=O" homo_ha=-0.358 lumo_ha=0.0303 orbital_gap_ev=10.6 charge=0
N 0.579 -0.970 -1.036
C -0.318 0.045 -0.395
C -1.680 -0.473 -0.003
C 0.340 0.611 0.890
N 1.690 0.869 0.806
O -0.205 0.756 1.957
H 1.508 -0.597 -1.136
H 0.252 -1.108 -1.986
H -0.349 0.886 -1.098
H -1.673 -1.382 0.599
H -2.319 0.237 0.557
H -2.316 -0.665 -0.877
H 2.163 1.282 1.591
H 2.327 0.510 0.130

=====

# 12
14
Properties=species:S:1:pos:R:3 method="wB97M-V/def2-TZVPD" smiles="CC(=O)NCN" homo_ha=-0.350 lumo_ha=0.0311 orbital_gap_ev=10.4 charge=0
O -1.704 -0.051 0.573
C -0.544 0.130 0.860
N 0.439 -0.498 0.110
C 0.169 -1.103 -1.170
N 0.151 -0.209 -2.333
C -0.033 1.078 1.896
H 1.373 -0.517 0.492
H 0.880 -1.915 -1.316
H -0.815 -1.562 -1.109
H -0.817 0.077 -2.472
H 0.653 0.653 -2.101
H -0.081 2.089 1.508
H -0.623 1.049 2.814
H 0.953 0.779 2.247

=====

Calculated ΔE to the lowest compared entry with this formula, charge and spin (kJ/mol), listed in the same order as above: 530.8 468.4 102.0 232.2 102.4 497.5 284.8 516.1 468.8 80.5 70.7 57.6